Model one:
15
Properties=species:S:1:pos:R:3 method="wB97M-V/def2-TZVPD" gap_ev=8.76 lumo_ev=0.241 mol_weight_g_mol=133.18 e_homo_ev=-8.52 total_charge=0
C 0.12 0.11 0.94
C -0.68 1.43 0.94
C -0.45 -0.26 -0.46
H 2.23 -0.39 0.95
H 2.16 1.31 0.62
H -0.12 -0.75 1.63
H 0.06 2.12 1.50
H -1.58 1.37 1.64
H 0.58 -2.26 -0.60
H -0.24 -1.77 -3.41
N 1.47 0.41 0.99
N -0.98 0.64 -1.13
N -0.42 -1.51 -0.98
O -1.02 1.80 -0.34
S -1.11 -2.24 -2.29



Model two:
15
Properties=species:S:1:pos:R:3 method="wB97M-V/def2-TZVPD" gap_ev=9.70 lumo_ev=0.652 mol_weight_g_mol=133.18 e_homo_ev=-9.05 total_charge=0
H 2.38 -1.66 0.18
N 1.40 -1.91 0.16
C 0.64 -0.91 -0.06
N 0.95 0.39 -0.24
C 2.30 0.85 -0.02
S -1.08 -1.41 -0.21
C -2.05 0.09 -0.04
N -3.38 -0.20 0.05
O -1.63 1.23 -0.02
H 0.20 1.08 -0.23
H 3.01 0.42 -0.73
H 2.34 1.94 -0.16
H 2.66 0.64 0.99
H -3.73 -1.13 0.16
H -4.02 0.57 0.17



Model three:
15
Properties=species:S:1:pos:R:3 method="wB97M-V/def2-TZVPD" gap_ev=8.47 lumo_ev=-0.283 mol_weight_g_mol=133.18 e_homo_ev=-8.75 total_charge=0
C -0.43 -2.40 -1.35
C -0.86 -0.14 -1.15
C 1.00 1.82 0.61
H 0.81 -1.90 -0.83
H -0.11 -3.06 -2.51
H -0.91 -2.88 -0.40
H -1.30 0.79 -1.20
H -0.46 -1.13 0.89
H 1.57 1.83 -0.40
H 0.00 1.68 3.11
N -1.31 -1.19 -1.82
N 0.12 -0.22 0.02
N 1.34 2.81 1.39
O 0.01 0.92 0.78
S 0.54 3.06 2.86



In order of decreasing stability: model two, model one, model three.